Entry from OMol25: a cluster of 2 separate species, CH4O3 in total at a distorted geometry (the ωB97M-V functional and the def2-TZVPD basis).

Its HOMO-LUMO gap is 10.360 eV.

Structure (ORCA input):
```
! wB97M-V def2-TZVPD RIJCOSX def2/J DEFGRID3
* xyz 0 1
C -0.402 -0.214 -0.208
O -1.591 -0.459 0.401
O 1.775 0.068 0.007
O 0.632 -0.568 0.571
H -0.391 -0.520 -1.304
H -0.141 1.427 -0.494
H -1.375 -0.623 1.360
H 1.493 0.889 -0.334
*
```